{"formula": "C53H45BaBrN7O2PS", "method": "the ωB97M-V functional and the def2-TZVPD basis", "species": ["P", "H", "H", "C", "C", "C", "C", "H", "C", "C", "C", "H", "N", "H", "C", "C", "C", "H", "H", "H", "C", "N", "H", "H", "C", "C", "H", "H", "C", "H", "H", "C", "C", "C", "H", "C", "H", "H", "C", "H", "C", "H", "N", "C", "C", "C", "H", "C", "C", "H", "C", "C", "H", "N", "H", "H", "C", "C", "H", "H", "H", "N", "C", "Br", "C", "C", "C", "C", "H", "C", "H", "C", "H", "H", "C", "H", "H", "H", "H", "H", "C", "C", "Ba", "H", "O", "C", "H", "C", "C", "C", "H", "H", "N", "H", "O", "H", "C", "C", "C", "H", "H", "C", "C", "C", "C", "C", "C", "H", "S", "C", "N"], "xyz": [[0.800439, 2.195641, 1.741175], [-0.379778, -0.189391, 1.945422], [3.595270, 5.381331, 4.545549], [4.423307, 0.427107, 1.119346], [0.080143, 0.193462, -5.272046], [-6.033335, -0.011099, 2.284879], [-6.210988, -0.518560, -0.037279], [-1.032161, 4.341002, 2.395510], [2.460152, 3.957774, 3.425016], [-1.290440, 0.198099, -5.028669], [-1.771779, 0.536854, -3.654490], [1.148864, 0.243012, 3.943333], [2.451175, -0.303263, -2.340236], [-7.767649, -0.930714, 1.386131], [4.300094, 1.175835, -2.325152], [0.264730, 0.821641, 4.176773], [-1.810423, 3.630786, 2.668841], [3.714551, 2.392857, 1.523325], [-6.470149, 0.008074, 3.278621], [1.547110, -8.458352, -3.563750], [-0.300416, -0.422644, -7.565261], [-3.270559, 0.246787, -2.031644], [0.265012, -4.043266, -2.893334], [3.997192, -8.485186, -3.175452], [2.110753, 0.966043, 1.633126], [-4.121692, 0.447086, 0.812847], [0.081937, -0.653193, -8.553005], [1.888577, 2.741847, 5.089465], [-2.728090, -2.087463, 3.179053], [-2.930857, 2.810200, 4.958664], [1.643594, -0.139832, -6.693107], [2.072523, -7.534379, -3.350355], [2.012951, -5.140947, -2.990433], [4.856246, 2.434381, -2.208694], [-2.218218, 0.999168, 6.472233], [-3.323257, -2.824570, 1.112305], [-2.356973, -0.679192, -8.125499], [3.897843, -4.227045, -2.562020], [-4.454518, -0.063277, -1.654838], [-3.221747, -0.160276, -5.858359], [1.675717, 3.755989, 2.272143], [-5.226536, -3.825668, 0.914865], [-2.429139, -2.234184, 1.895907], [2.700608, 3.338789, -1.676884], [-2.160072, -0.133083, -6.063932], [2.014577, 6.090175, 1.653265], [5.914798, 2.579900, -2.390177], [1.699894, -0.410875, 1.426019], [2.758813, -1.326839, 1.093185], [0.752614, 0.426318, -4.456529], [0.955391, -1.930134, -2.132798], [-0.478896, 0.513476, 5.306038], [2.946511, 1.931475, 3.938542], [1.406321, -0.664523, -1.768508], [2.487748, -2.364540, 0.927782], [-6.786467, -0.899988, -0.876527], [3.402898, -5.162055, -2.786538], [3.440814, 1.345630, 1.433762], [-4.095675, -2.428003, 4.811555], [0.291235, -6.340324, -3.454609], [1.084163, 1.936061, -1.623911], [-2.986832, 0.113320, -3.366303], [-4.788321, -3.209844, 2.927088], [-6.395489, -3.924896, 3.656537], [1.362270, -6.352271, -3.287210], [3.446882, -7.553220, -3.134053], [0.387944, -0.829592, 1.535071], [2.936866, 0.974579, -2.086594], [-4.179899, 0.860811, 2.912662], [0.572876, -0.121375, -6.528876], [4.905584, 0.314600, -2.576955], [-1.624982, 1.236485, 5.596049], [0.125665, -1.874897, 1.449828], [-1.982755, -1.581354, 3.786014], [-0.112616, 1.858811, 3.323565], [4.817028, -1.649258, 0.682132], [-2.638464, 4.178865, 3.120929], [0.871452, 4.676548, 0.523471], [-2.171795, 3.148834, 1.755698], [5.451835, 0.741981, 0.986443], [-3.895022, -2.566206, 3.758506], [-6.775596, -0.528285, 1.221076], [-1.204228, 0.467962, -0.711326], [2.067600, 4.189651, -1.455457], [-0.999023, 1.183855, -2.879015], [2.777265, 6.285261, 2.790823], [-0.164260, -0.296448, 5.954648], [-4.756982, 0.461105, 2.084896], [4.055357, -0.923502, 0.950907], [-1.668932, -0.429624, -7.325370], [-5.180162, -0.363121, -2.419271], [-3.047629, -2.917872, 0.065699], [1.811385, -2.802152, -2.579940], [3.205258, 7.257918, 3.005239], [-2.911638, 0.857445, 0.667540], [3.608659, 3.152386, 5.044634], [-4.526318, -3.342562, 1.580268], [4.059925, 3.526282, -1.884260], [4.097020, -6.355297, -2.858099], [4.494243, 4.515100, -1.800987], [1.835765, 6.906121, 0.962923], [-1.289629, 2.575362, 3.604522], [2.142689, 2.077099, -1.760329], [2.747340, 2.880726, 4.431809], [-2.021851, 2.256619, 4.746187], [1.476323, 4.835955, 1.409288], [2.993451, 5.224897, 3.656380], [5.167527, -6.356239, -2.686098], [-0.736969, -2.213964, -1.898607], [-4.917721, -0.043275, -0.282464], [1.284164, -3.997264, -2.920206]], "forces_ev_per_angstrom": [[0.1877, 0.1040, 0.5048], [-0.0645, -0.0603, 0.0268], [0.0105, -0.0298, -0.0026], [0.2250, 0.1727, 0.0259], [-0.0358, 0.0487, 0.0722], [-0.0382, -0.0566, -0.0642], [-0.0102, -0.0076, -0.0553], [0.0108, 0.0842, -0.0343], [-0.0174, 0.0659, -0.0458], [0.1677, 0.0101, -0.1128], [-0.5958, 0.0769, -0.1326], [0.0382, 0.0213, -0.0564], [-0.2935, -1.1552, -0.3079], [-0.0099, 0.0278, -0.0393], [-0.2181, -0.2330, 0.0897], [0.0093, 0.0597, -0.0034], [-0.0022, -0.0876, -0.0231], [0.0008, 0.0069, 0.0154], [0.0611, -0.0004, 0.0212], [-0.0112, 0.0059, -0.0143], [0.0254, 0.0264, 0.0254], [-1.5344, 0.1189, -0.5014], [0.0359, -0.0480, 0.0787], [0.0042, 0.0120, -0.0060], [0.0302, 0.0019, -0.1653], [-0.6171, -0.0718, 0.0086], [0.0032, -0.0304, 0.0084], [-0.0191, -0.0519, 0.0283], [0.1746, -0.0710, 0.1032], [0.0094, 0.0091, -0.0141], [-0.0041, 0.0070, -0.0085], [0.0443, 0.0128, 0.0216], [0.3300, -0.1438, -0.0496], [0.0802, 0.1993, 0.0140], [0.0054, 0.0012, -0.0018], [0.0350, -0.1275, 0.0489], [0.0006, 0.0110, 0.0030], [0.0051, -0.0270, 0.0167], [0.1432, 0.0300, -0.4504], [0.0090, 0.0171, 0.0160], [-0.0991, -0.0229, -0.2484], [-0.0003, 0.0220, -0.0278], [-0.1012, 0.1167, -0.1448], [0.0192, 0.1506, 0.0675], [-0.0768, 0.0079, 0.0397], [-0.0071, 0.0738, -0.0300], [0.0102, -0.0556, 0.0434], [-0.3750, 0.1416, 0.2379], [0.2164, -0.0429, -0.0329], [-0.0124, 0.0220, -0.0024], [-0.3446, -1.8471, -0.4201], [0.0296, -0.0384, 0.0776], [-0.0134, -0.0529, 0.0234], [0.9308, 1.5320, -0.0426], [0.0050, 0.0049, -0.0218], [0.0540, 0.0109, -0.0360], [-0.0586, 0.1771, 0.0302], [0.0347, -0.1323, 0.1228], [0.0089, -0.0103, -0.0049], [-0.0004, -0.0227, 0.0100], [-0.0897, 0.0345, -0.0785], [-0.0949, -0.2505, -0.6208], [-0.0375, -0.0117, 0.0474], [0.0027, 0.0470, -0.0374], [-0.0294, 0.0968, 0.0283], [0.0489, -0.0819, -0.0162], [0.3954, -0.1645, 0.3183], [0.3025, 1.1885, 0.2185], [0.0433, -0.0348, -0.0102], [0.0243, -0.0264, -0.0522], [-0.0262, -0.0089, -0.0562], [-0.0297, -0.0167, 0.0353], [0.0067, 0.0219, -0.1928], [-0.0207, 0.0578, -0.0127], [-0.0958, 0.0057, 0.0350], [-0.0329, -0.0432, 0.0050], [-0.0001, -0.0166, 0.0114], [-0.0080, 0.0005, 0.0201], [-0.0093, 0.0410, -0.0176], [-0.0324, 0.0212, -0.0446], [-0.0004, 0.0295, 0.0101], [-0.0901, -0.0140, 0.0981], [4.0253, -0.5019, 2.3482], [0.0134, -0.0390, 0.0302], [0.2667, 0.7844, -2.3009], [0.0056, 0.0532, -0.0142], [-0.0008, -0.0060, -0.0190], [0.1672, 0.1130, 0.0815], [-0.1576, -0.0108, 0.0066], [-0.0084, -0.0177, -0.0439], [0.0293, -0.0833, 0.0089], [-0.0509, 0.0191, -0.0041], [0.2931, 0.5087, 0.3885], [0.0075, -0.0080, 0.0021], [-2.4289, 0.5667, 1.5943], [0.0005, 0.0119, -0.0225], [-0.0364, 0.0089, -0.0573], [-0.0062, -0.1043, -0.0140], [-0.0466, -0.0847, -0.0278], [-0.0093, 0.0077, -0.0192], [0.0001, -0.0157, -0.0095], [0.0471, -0.1210, -0.0125], [0.0241, -0.3599, -0.0833], [-0.0297, -0.0147, -0.0506], [-0.0066, 0.0527, -0.0051], [0.0063, -0.0463, 0.0359], [-0.0162, 0.0006, -0.0041], [0.0002, 0.0301, 0.0000], [-0.0148, -0.7686, -0.4760], [0.0273, 0.0954, 0.3737], [-0.7233, 0.0914, -0.0745]], "mulliken_charge": [1.65, 0.68, 0.38, -1.04, -0.18, -0.65, -0.63, 0.19, 1.25, 0.06, 0.41, 0.35, -0.82, 0.39, -0.24, 0.33, -1.37, 0.26, 0.39, 0.32, -0.33, 0.36, 0.16, 0.34, 0.32, -0.12, 0.36, 0.22, -0.14, 0.36, 0.40, -0.39, 0.33, -0.51, 0.35, -0.20, 0.36, 0.44, -1.65, 0.44, -0.05, 0.43, 0.14, -0.58, -0.33, -1.00, 0.34, 2.13, -0.64, 0.34, -0.08, -0.89, 0.12, 1.70, 0.37, 0.33, -0.45, -0.53, 0.43, 0.33, 0.52, -0.69, 0.06, -0.19, -0.46, -0.55, -2.40, -0.44, 0.37, -0.67, 0.46, -0.75, -0.23, 0.30, 0.40, 0.33, 0.51, 0.69, 0.07, 0.34, -0.59, -0.63, 1.69, 0.38, -0.92, -0.64, 0.41, -0.04, -0.82, -0.57, 0.20, 0.30, -0.56, 0.37, -0.69, 0.49, -0.63, -0.64, -0.40, 0.38, 0.43, 0.45, 0.13, -1.39, -0.83, -0.92, -0.76, 0.33, -0.49, 1.18, 0.13], "e_above_lowest_kcal_mol": 40.0, "multiplicity": 1, "total_charge": -2, "orbital_gap_ha": 0.1542, "max_force_ev_per_a": 4.687}